Entry 1:
8 unconnected molecules or ions with the total composition C2H21NO7, computed with ωB97M-V/def2-TZVPD.

Structure (XYZ):
```
31
Properties=species:S:1:pos:R:3:forces:R:3
C -0.057 -1.220 2.899 0.251 -0.057 -0.933
C -1.137 -0.192 3.122 -0.593 1.377 2.371
N -1.195 0.937 2.169 -0.312 -2.088 -0.341
H 0.938 -0.806 3.130 -0.274 0.113 -0.551
H -0.105 -2.072 3.558 -0.532 -0.249 0.376
H -0.105 -1.621 1.866 0.292 0.315 0.433
H -2.153 -0.548 3.342 0.125 -0.633 -1.060
H -0.991 0.251 4.142 0.569 -0.278 -0.384
H -1.902 1.563 2.519 0.565 0.709 -0.112
H -0.258 1.285 2.041 -0.233 0.795 0.036
H 3.057 0.776 -1.413 0.133 0.771 0.193
H 3.119 2.339 -1.351 0.637 0.199 0.093
O 2.533 1.600 -1.463 -0.817 -0.570 -0.157
H -2.577 -0.908 -0.938 -0.423 0.489 0.120
H -3.857 -1.012 -1.833 -0.382 0.419 0.280
O -2.934 -1.219 -1.767 0.719 -1.506 -0.575
H 3.818 -0.907 -2.062 0.230 -0.153 -0.060
H 4.133 -1.118 -0.592 -0.022 -0.143 0.092
O 4.363 -0.561 -1.345 -0.287 -0.023 -0.122
H 0.626 2.948 -1.566 -0.245 -0.063 -0.004
H -0.574 3.675 -2.205 0.002 -0.031 -0.180
O -0.223 3.372 -1.367 0.370 -0.019 0.215
H 2.537 -3.529 0.806 0.381 0.510 0.239
H 2.363 -3.315 -0.628 0.263 0.509 -0.161
O 2.797 -2.885 0.127 -0.608 -0.944 -0.120
H -1.063 0.414 -3.151 -0.079 0.126 -0.151
H -1.610 -0.971 -3.253 -0.188 0.390 -0.349
O -1.284 -0.247 -3.819 0.268 -0.325 0.367
H -3.382 1.776 -0.458 0.616 -0.364 -0.363
H -2.258 0.984 0.177 0.522 0.133 0.338
O -2.618 1.211 -0.690 -0.945 0.593 0.471
```
Forces are in eV/Å.

Values from the calculation:
- frontier orbital gap (eV) = 9.72
- ΔE to the lowest compared entry with this formula, charge and spin (kJ/mol) = 0.0

---

Entry 2:
A molecular structure, C40H54BrF9IrN4O2PSSi, computed with ωB97M-V/def2-TZVPD.

Structure (XYZ):
```
114
Properties=species:S:1:pos:R:3:forces:R:3
Ir -0.824 -0.320 2.046 -0.519 0.026 0.172
C -3.061 -1.874 5.689 0.005 0.057 -0.079
C -2.421 -1.570 4.369 -0.025 -0.075 -0.087
N -1.728 -0.505 4.074 0.109 -0.035 0.133
O -1.489 0.438 5.004 0.079 -0.017 -0.065
C -2.555 -2.511 3.275 0.361 0.462 0.052
C -3.387 -3.721 3.366 0.010 -0.065 0.004
N -1.810 -2.205 2.153 -0.472 -0.542 0.170
O -1.870 -3.034 1.228 0.205 0.236 -0.167
H -2.908 -1.118 6.457 0.008 -0.002 0.000
H -2.696 -2.824 6.081 0.018 0.002 -0.009
H -4.140 -1.966 5.555 0.002 -0.015 0.000
H -1.733 0.112 5.889 -0.053 0.029 -0.005
H -2.999 -4.381 4.150 -0.014 0.004 -0.004
H -3.400 -4.262 2.427 -0.015 -0.010 -0.007
H -4.407 -3.455 3.657 0.005 -0.005 0.002
C 0.627 -3.503 -4.053 -0.072 0.040 -0.032
C -0.769 -3.010 -4.302 -0.043 -0.290 0.030
C -1.228 -3.094 -5.732 0.025 0.064 0.093
C -1.756 -3.479 -3.262 0.087 -0.010 -0.108
Si -0.641 -0.798 -3.972 0.076 0.373 0.215
Br -0.515 -0.669 -1.729 -0.033 -0.120 -0.182
C 1.032 -0.197 -4.667 -0.135 -0.098 -0.122
C 2.230 -0.631 -3.824 0.162 0.040 0.050
C 1.244 -0.589 -6.136 0.076 0.062 0.041
C 0.940 1.344 -4.559 0.098 0.008 -0.030
C -2.270 0.027 -4.512 -0.014 -0.071 -0.193
C -3.534 -0.760 -4.155 -0.051 0.022 0.048
C -2.370 1.380 -3.773 -0.030 0.017 -0.045
C -2.244 0.276 -6.034 -0.091 0.005 0.051
H 0.557 -4.597 -4.139 0.054 0.005 0.039
H 0.988 -3.279 -3.049 -0.013 -0.002 0.005
H 1.347 -3.175 -4.797 -0.010 -0.033 -0.025
H -1.159 -4.159 -5.997 -0.024 0.015 -0.040
H -0.584 -2.566 -6.432 0.031 -0.006 -0.001
H -2.261 -2.790 -5.876 -0.033 -0.017 0.015
H -1.918 -4.540 -3.506 -0.039 0.009 0.064
H -2.727 -2.998 -3.310 -0.021 0.015 -0.021
H -1.357 -3.417 -2.253 0.004 -0.029 -0.007
H 2.404 -1.703 -3.822 0.016 -0.010 0.010
H 2.146 -0.291 -2.791 0.016 -0.011 0.007
H 3.121 -0.166 -4.256 -0.006 -0.008 0.034
H 1.410 -1.658 -6.265 0.010 -0.007 0.005
H 2.147 -0.090 -6.499 -0.019 0.013 0.012
H 0.425 -0.281 -6.785 -0.032 -0.001 0.004
H 0.734 1.682 -3.541 0.006 -0.009 0.003
H 0.214 1.785 -5.237 -0.054 -0.008 -0.033
H 1.922 1.734 -4.841 -0.031 0.024 0.006
H -3.602 -0.962 -3.084 0.009 -0.016 -0.003
H -3.634 -1.695 -4.703 0.011 -0.012 -0.024
H -4.397 -0.147 -4.426 0.010 -0.010 0.017
H -2.499 1.248 -2.699 -0.006 -0.019 0.009
H -3.259 1.886 -4.163 0.019 0.002 0.024
H -1.524 2.041 -3.943 0.034 0.007 -0.019
H -2.132 -0.637 -6.617 -0.005 -0.009 0.011
H -1.466 0.973 -6.338 0.059 0.031 0.016
H -3.200 0.721 -6.321 0.019 0.002 0.006
C -2.240 3.973 3.707 0.013 -0.031 0.002
N -2.025 2.766 2.918 -0.066 -0.130 -0.058
C -2.753 2.427 1.863 0.001 0.151 -0.026
S -2.405 0.986 0.925 0.290 0.012 0.090
N -3.735 3.225 1.481 -0.096 -0.112 -0.076
C -4.671 3.026 0.370 0.098 0.014 0.075
H -1.492 4.003 4.493 0.003 -0.002 -0.001
H -3.226 3.965 4.175 -0.008 0.007 -0.009
H -2.125 4.866 3.089 0.009 0.009 0.007
H -1.277 2.142 3.174 0.043 0.040 -0.005
H -3.868 4.070 2.018 -0.021 0.038 -0.013
H -4.483 2.070 -0.107 -0.009 0.008 0.012
H -4.545 3.825 -0.357 -0.004 0.005 -0.014
H -5.688 3.040 0.754 -0.014 0.002 -0.009
F 5.353 -0.216 7.545 -0.031 -0.025 0.014
C 4.252 -0.942 7.359 0.024 0.023 -0.020
F 3.413 -0.703 8.379 0.009 -0.003 0.001
F 4.585 -2.236 7.401 -0.009 0.002 -0.001
C 3.573 -0.606 6.047 -0.023 -0.040 0.023
C 3.993 0.472 5.288 -0.012 0.045 -0.066
C 3.331 0.778 4.107 0.074 -0.013 0.023
C 2.244 0.010 3.698 0.035 -0.053 0.052
C 1.841 -1.086 4.463 -0.003 0.032 0.009
C 2.506 -1.395 5.635 0.009 -0.010 0.024
P 1.437 0.303 2.117 -0.012 -0.205 0.020
C 1.402 2.074 1.797 -0.110 0.106 0.025
C 1.214 2.519 0.487 -0.017 0.038 0.006
C 0.915 3.849 0.249 0.038 -0.035 -0.041
C 0.813 4.735 1.314 -0.051 0.018 -0.008
C 1.047 4.314 2.612 0.008 -0.014 0.042
C 1.322 2.977 2.859 0.092 0.022 -0.017
C 0.340 6.146 1.055 0.186 0.033 0.008
F 0.803 6.625 -0.099 -0.054 -0.026 0.024
F 0.688 6.979 2.035 -0.033 -0.031 -0.031
F -1.013 6.147 0.984 -0.066 0.016 -0.005
C 2.438 -0.522 0.867 0.066 0.058 -0.077
C 2.061 -1.785 0.418 0.032 -0.046 0.045
C 2.877 -2.483 -0.459 -0.033 0.013 0.006
C 4.057 -1.906 -0.900 -0.015 -0.001 -0.051
C 4.442 -0.646 -0.460 0.005 0.023 0.020
C 3.636 0.045 0.430 0.007 0.010 -0.028
C 4.949 -2.663 -1.860 0.032 0.009 0.038
F 5.564 -1.827 -2.705 -0.023 -0.017 -0.003
F 5.881 -3.356 -1.207 -0.003 0.018 -0.001
F 4.234 -3.535 -2.596 -0.048 0.029 -0.025
H 4.835 1.068 5.613 -0.003 0.003 -0.005
H 3.674 1.616 3.512 0.011 -0.008 0.003
H 1.017 -1.711 4.134 -0.005 0.010 -0.009
H 2.209 -2.249 6.230 -0.002 0.004 -0.010
H 1.283 1.824 -0.342 -0.017 -0.005 0.003
H 0.763 4.205 -0.762 -0.008 -0.012 0.006
H 1.012 5.026 3.427 -0.009 -0.011 0.004
H 1.485 2.644 3.877 -0.030 0.013 -0.006
H 1.133 -2.235 0.755 0.004 0.008 -0.002
H 2.597 -3.471 -0.800 -0.003 0.005 0.010
H 5.369 -0.209 -0.807 -0.007 0.002 -0.005
H 3.945 1.023 0.779 -0.008 -0.002 -0.009
```
Forces are in eV/Å.

Values from the calculation:
- ⟨S²⟩ = 8.806
- frontier orbital gap (alpha / beta) (eV) = 7.25 / 6.06
- charge = +3
- ΔE to the lowest compared entry with this formula, charge and spin (kJ/mol) = 6.8
- multiplicity = 6

---

Entry 3:
2 unconnected molecules or ions with the total composition C5H11NO, computed with ωB97M-V/def2-TZVPD.

Structure (XYZ):
```
18
Properties=species:S:1:pos:R:3:forces:R:3
C 2.068 -0.261 -1.695 0.001 0.036 -0.019
C 1.521 -0.545 -0.313 0.088 -0.221 -0.161
C 1.156 0.495 0.678 -0.087 0.174 -0.139
N 0.167 -0.073 -0.022 -0.129 0.076 0.036
C -1.066 -0.226 -0.393 0.044 -0.054 0.120
C -2.145 0.702 0.085 0.151 0.131 -0.366
O -2.832 0.237 1.235 0.102 -0.083 0.202
H 1.732 -0.993 -2.437 0.041 0.079 0.117
H 3.162 -0.305 -1.653 -0.160 0.009 -0.019
H 1.779 0.741 -2.027 0.019 -0.142 0.045
H 1.738 -1.548 0.065 -0.020 0.156 -0.007
H 1.369 1.556 0.734 -0.032 -0.105 -0.016
H 0.018 -0.418 2.478 -0.097 -0.045 0.061
H -1.298 -1.110 -0.980 0.065 0.154 0.034
H -0.572 -0.775 2.781 0.051 -0.035 0.064
H -1.720 1.704 0.254 -0.040 -0.166 0.008
H -2.914 0.792 -0.688 0.134 0.037 0.054
H -2.162 0.027 1.898 -0.131 -0.003 -0.017
```
Forces are in eV/Å.

Values from the calculation:
- frontier orbital gap (alpha / beta) (eV) = 8.45 / 8.45
- ΔE to the lowest compared entry with this formula, charge and spin (kJ/mol) = 523.1

---

Entry 4:
A gas-phase ion, C5H8N (charge +1), computed with ωB97M-V/def2-TZVPD.

Structure (XYZ):
```
14
Properties=species:S:1:pos:R:3:forces:R:3
C -2.886 0.847 0.340 2.696 -1.522 -1.953
C -0.585 -0.445 -0.172 -1.269 -2.489 0.163
C 0.687 -0.594 -1.169 2.173 2.661 -0.581
C -1.814 0.185 0.012 -0.297 1.329 -0.914
C 2.316 0.063 0.410 1.338 -1.543 0.511
N 1.864 -0.326 -0.843 -1.472 -0.795 -1.511
H -3.482 1.399 -0.346 -0.345 0.477 -0.547
H -3.149 0.750 1.330 -0.942 -0.125 2.337
H -0.796 -1.576 -0.258 0.116 1.310 0.904
H -0.023 -0.074 0.683 0.092 -0.241 0.717
H 0.533 -0.647 -2.219 -1.053 -0.805 -0.709
H 1.492 0.411 0.934 -1.420 0.736 1.944
H 2.790 -0.822 0.864 -0.278 0.328 0.225
H 3.053 0.828 0.433 0.660 0.678 -0.587
```
Forces are in eV/Å.

Values from the calculation:
- frontier orbital gap (alpha / beta) (eV) = 8.01 / 8.01
- charge = +1
- ΔE to the lowest compared entry with this formula, charge and spin (kJ/mol) = 536.9

---

Entry 5:
A molecular structure, C33H24ClFeN3PS3, computed with ωB97M-V/def2-TZVPD.

Structure (XYZ):
```
66
Properties=species:S:1:pos:R:3:forces:R:3
Fe 1.009 -0.795 -1.066 -1.132 -0.375 0.775
Cl 3.158 -0.837 -1.925 0.783 -0.725 -0.375
C 3.932 0.709 -1.698 0.134 1.234 0.278
C 5.305 0.814 -1.844 -0.124 -0.291 -0.073
C 5.904 2.058 -1.711 -0.148 -0.012 0.021
C 5.133 3.184 -1.468 0.082 -0.024 -0.005
C 3.767 3.063 -1.287 -0.034 -0.215 -0.040
C 3.150 1.815 -1.365 -0.261 -0.347 -0.199
P 1.400 1.547 -0.873 0.782 1.306 0.767
C 0.724 3.233 -1.043 -0.414 -0.364 -0.319
C 0.532 3.684 -2.350 0.108 -0.123 0.087
C 0.059 4.961 -2.584 -0.038 0.029 -0.064
C -0.250 5.788 -1.514 0.082 -0.014 0.076
C -0.083 5.335 -0.214 -0.062 0.090 0.010
C 0.394 4.056 0.029 0.204 -0.258 0.012
C 1.637 1.312 0.931 -0.229 -0.290 -0.331
C 0.667 0.533 1.569 -0.055 0.247 -0.177
C 0.762 0.283 2.927 0.001 -0.066 0.109
C 1.849 0.770 3.638 -0.206 -0.052 0.027
C 2.830 1.514 3.001 0.088 0.038 -0.047
C 2.726 1.797 1.650 -0.052 -0.015 0.032
H 5.897 -0.062 -2.055 0.065 -0.096 -0.057
H 6.976 2.140 -1.796 0.102 -0.001 -0.088
H 5.598 4.156 -1.402 0.041 0.048 0.027
H 3.170 3.935 -1.063 -0.050 0.055 0.013
H 0.779 3.032 -3.177 -0.040 0.007 -0.123
H -0.076 5.309 -3.598 -0.007 0.016 -0.050
H -0.609 6.790 -1.693 -0.065 0.056 -0.008
H -0.326 5.979 0.618 -0.013 0.024 0.034
H 0.531 3.712 1.045 -0.030 -0.011 0.035
H -0.185 0.158 0.995 0.027 0.060 0.217
H -0.007 -0.292 3.423 -0.005 -0.033 0.039
H 1.921 0.575 4.697 0.057 -0.043 0.081
H 3.685 1.871 3.555 0.029 0.068 0.072
H 3.482 2.394 1.159 0.040 -0.037 0.040
S -6.330 -0.354 -2.368 0.226 -0.018 -0.255
C -4.753 -0.647 -1.976 -0.851 0.236 -0.706
S -3.572 -1.014 -3.214 0.392 0.055 0.910
C -2.330 -1.016 -1.950 -1.571 0.457 0.300
N -2.801 -0.778 -0.775 1.402 -0.224 0.208
N -4.134 -0.592 -0.768 -0.434 -0.253 -0.775
C -4.773 -0.363 0.471 -0.162 0.132 0.746
C -6.104 -0.703 0.682 0.019 -0.227 -0.159
C -6.703 -0.423 1.896 0.105 0.057 0.150
C -5.976 0.163 2.917 -0.064 0.011 0.015
C -4.634 0.450 2.722 -0.051 0.011 0.039
C -4.031 0.196 1.506 -0.032 -0.001 -0.176
S -0.723 -1.352 -2.365 1.172 -0.605 -0.996
H -6.672 -1.193 -0.089 0.007 0.040 0.010
H -7.746 -0.667 2.039 -0.042 -0.046 0.008
H -6.453 0.389 3.857 -0.009 0.016 0.118
H -4.057 0.886 3.521 0.105 0.092 0.124
H -2.992 0.421 1.340 0.137 0.083 0.027
N 1.262 -2.449 0.331 -0.032 -0.571 -0.323
C 1.115 -3.597 0.329 0.080 1.712 0.001
C 0.913 -4.976 0.163 -0.172 -1.284 -0.153
C 1.320 -5.536 -1.056 -0.025 0.156 0.100
C 1.078 -6.870 -1.314 0.017 -0.031 -0.017
C 0.426 -7.655 -0.372 0.057 0.122 -0.054
C 0.041 -7.109 0.844 -0.005 0.010 0.081
C 0.276 -5.774 1.120 0.046 0.228 -0.063
H 1.797 -4.907 -1.793 0.072 -0.005 -0.063
H 1.400 -7.296 -2.252 -0.039 -0.018 -0.060
H 0.206 -8.689 -0.596 0.055 -0.048 0.045
H -0.444 -7.728 1.583 -0.069 0.004 0.023
H -0.050 -5.341 2.053 0.007 0.027 0.099
```
Forces are in eV/Å.

Values from the calculation:
- ⟨S²⟩ = 6.022
- frontier orbital gap (alpha / beta) (eV) = 6.77 / 6.06
- charge = +1
- multiplicity = 5

---

Entry 6:
A molecular structure, C13H7F6N2O4PdS3Te, computed with ωB97M-V/def2-TZVPD.

Structure (XYZ):
```
37
Properties=species:S:1:pos:R:3:forces:R:3
Pd 0.268 -0.459 0.448 0.873 -0.700 0.180
F 4.604 1.863 2.558 0.013 -0.042 -0.072
C 4.535 1.341 1.334 0.045 -0.031 0.022
F 4.937 2.255 0.453 -0.012 -0.052 0.057
F 5.359 0.291 1.269 -0.033 0.093 0.005
S 2.833 0.758 0.953 -0.007 0.497 -0.038
O 2.862 0.290 -0.407 0.061 0.009 -0.033
O 2.499 -0.227 1.948 -0.020 0.022 0.073
N 2.082 2.134 1.135 0.053 -0.057 -0.042
S 0.514 2.210 1.089 0.147 0.604 0.177
O -0.160 1.508 2.153 0.003 -0.075 0.068
O -0.074 2.065 -0.221 0.116 0.008 -0.053
C 0.351 3.996 1.499 -0.066 0.038 0.000
F 0.948 4.759 0.584 -0.046 -0.035 0.049
F 0.877 4.270 2.692 -0.034 -0.016 -0.054
F -0.950 4.300 1.527 0.099 0.012 -0.001
N -6.859 -1.494 -0.361 -0.007 0.000 0.005
C -5.723 -1.349 -0.244 0.012 0.033 -0.010
C -4.305 -1.171 -0.099 -0.053 -0.064 -0.006
C -3.492 -1.109 -1.229 0.036 -0.006 -0.006
C -2.121 -0.970 -1.087 -0.027 -0.046 0.116
C -1.555 -0.890 0.185 -0.696 -0.220 -0.335
C -2.374 -0.940 1.315 -0.058 0.173 -0.122
C -3.744 -1.078 1.173 0.058 0.039 0.043
H -3.937 -1.177 -2.213 -0.003 -0.007 0.001
H -1.489 -0.931 -1.964 0.009 -0.028 0.006
H -1.941 -0.862 2.305 0.008 -0.004 0.001
H -4.384 -1.117 2.045 -0.004 -0.011 -0.001
Te 1.240 -2.768 -0.158 -0.380 0.293 -0.027
C -0.381 -4.086 -0.073 -0.136 -0.122 0.046
C -1.494 -4.070 0.720 0.061 -0.117 0.036
C -2.342 -5.195 0.521 0.027 0.016 0.001
C -1.863 -6.057 -0.417 -0.014 0.002 -0.009
S -0.387 -5.483 -1.074 -0.037 -0.037 -0.039
H -1.696 -3.274 1.422 0.036 -0.172 -0.026
H -3.266 -5.355 1.060 -0.019 0.008 -0.005
H -2.297 -6.983 -0.754 -0.006 -0.003 -0.007
```
Forces are in eV/Å.

Values from the calculation:
- frontier orbital gap (eV) = 6.76
- charge = -1
- ΔE to the lowest compared entry with this formula, charge and spin (kJ/mol) = 38.8